# 1
C8H10Cl2N2O in the gas phase at a distorted geometry, computed with the ωB97M-V functional and the def2-TZVPD basis.

Geometry as XYZ:
```
23
Properties=species:S:1:pos:R:3:forces:R:3:lowdin_charge:R:1
C -2.227072 -1.135601 1.483346 0.7 -4.2 0.7 -0.14
N -1.607256 -0.871543 0.238455 1.3 0.2 -1.4 -0.04
C -0.466662 -1.227393 -0.194091 -2.3 0.0 -0.5 -0.73
Cl 0.569433 -2.428276 0.555330 0.1 0.0 0.3 0.72
C -0.141771 -0.858405 -1.605418 -0.1 -0.4 0.3 -0.15
C 1.017667 -0.533716 -2.178713 1.2 0.4 0.5 -0.12
C 2.234064 -0.236487 -1.393672 -1.2 1.0 1.9 -0.13
C 2.154011 0.278685 -0.088506 -1.0 -1.6 -2.9 -0.69
Cl 3.603488 0.164435 0.805584 0.9 0.2 0.6 0.71
C 1.025042 0.702588 0.726199 1.0 0.7 0.1 -0.17
C -0.053624 1.472536 0.495990 0.0 2.0 2.4 -0.40
N -0.620055 1.935048 -0.632758 1.8 -2.2 -2.9 0.16
O -0.742686 2.051359 1.648276 -1.0 -2.0 -2.9 0.01
H -1.693544 -2.095489 1.979312 -1.1 2.0 -0.6 0.09
H -2.074477 -0.292449 2.143227 -0.6 0.2 0.2 0.06
H -3.291636 -1.506201 1.280168 1.3 1.2 0.6 0.10
H -0.978736 -0.925079 -2.264347 -0.7 -0.2 -0.1 0.10
H 1.010581 -0.465969 -3.277130 0.3 0.1 0.5 0.11
H 3.224457 -0.465388 -1.758408 -0.1 0.0 -0.2 0.08
H 1.217346 0.541782 1.763397 0.1 0.1 0.6 0.09
H -0.345871 1.302711 -1.538895 -1.2 2.0 3.0 0.16
H -1.588888 2.094354 -0.475064 -0.8 0.3 -0.3 0.10
H -0.223809 2.498496 2.287722 1.4 0.3 0.5 0.08
```
Forces are in eV/Å.

Values from the calculation:
DFT total energy: -38527.814 eV
Frontier orbital gap: 8.133 eV
M: 221.1 g/mol
SMILES: C/N=C(Cl)/C=C\C=C(Cl)/C=C(\N)O


# 2
A molecular structure, C8H10ClNO2Pb at a distorted geometry, computed with the ωB97M-V functional and the def2-TZVPD basis.

Geometry as XYZ:
```
23
Properties=species:S:1:pos:R:3:forces:R:3:lowdin_charge:R:1
Cl -3.869476 1.104548 -0.880919 0.1 0.1 -0.1 0.27
C 0.740644 -2.004605 -0.954139 -2.8 -0.2 -1.4 -0.07
C 1.839953 -1.260642 -0.534127 1.7 2.8 0.2 -0.07
C 1.686461 0.056030 -1.008768 0.9 -0.6 1.4 -0.09
H 2.644289 -1.626540 0.079751 0.2 0.0 0.0 0.13
C 0.461888 0.151163 -1.713276 -0.2 0.8 -0.5 -0.39
C -0.106945 -1.143382 -1.692208 -0.6 -1.5 1.1 -0.12
H -1.089147 -1.348433 -2.054593 -0.3 -0.5 -0.6 0.12
H 0.555799 -3.037641 -0.717832 0.0 -0.2 -0.1 0.14
H 2.318765 0.895152 -0.813906 0.5 0.2 -0.1 0.13
C -0.187717 1.390944 -2.231897 -0.1 0.3 0.3 -0.02
Pb -0.667131 0.071835 0.765867 1.9 -0.1 -0.6 1.50
C 0.393331 -2.059929 2.798281 -0.3 -0.4 0.9 0.00
C -3.053215 -0.481412 1.286973 -4.9 -1.7 2.4 -0.23
O 0.399905 -2.676329 3.738561 0.1 0.5 -1.0 0.14
O -4.037907 -0.819445 1.769501 3.3 1.1 -1.7 0.16
H 0.107983 2.305767 -1.718547 0.5 -0.1 0.1 0.10
H -1.278258 1.398916 -2.145822 0.0 -0.5 -0.3 0.05
H 0.056950 1.570180 -3.277994 0.0 -0.2 -0.3 0.13
N 0.768494 1.879499 2.333090 -0.7 -1.2 -1.2 0.02
H 0.491140 2.520745 1.608858 0.3 0.6 0.6 0.02
H 1.684410 1.465972 2.287444 0.1 0.3 0.3 0.05
H 0.139795 1.647599 3.075692 0.2 0.6 0.6 0.03
```
Forces are in eV/Å.

Values from the calculation:
Charge: +2
DFT total energy: -31791.671 eV
Frontier orbital gap (spin up / spin down): 5.458 / 5.901 eV
M: 394.8 g/mol


# 3
A gas-phase ion, C8H10ClO3 (charge -1) at a distorted geometry, computed with the ωB97M-V functional and the def2-TZVPD basis.

Geometry as XYZ:
```
22
Properties=species:S:1:pos:R:3:forces:R:3:lowdin_charge:R:1
C -0.341959 -1.410240 -1.227744 -0.3 -0.2 -0.4 -0.55
C 2.257089 0.175500 1.647461 -0.4 0.1 -0.5 -0.76
C -0.290123 -0.060669 -0.888202 1.1 1.0 1.0 -0.06
C 1.309481 0.807097 0.645431 -1.2 -0.6 -0.2 -0.41
C -0.177241 0.550451 0.513796 -0.1 0.0 0.1 -0.59
C -0.427491 -1.633953 -2.753314 0.1 -0.2 0.3 -0.06
C -0.625843 -0.412869 1.610310 0.2 0.1 0.0 -0.05
C -0.988170 1.852048 0.604456 0.3 -0.1 0.0 -0.08
O 1.970042 1.030678 2.524562 -0.1 0.1 0.3 0.03
O -0.397179 -2.396781 -0.478432 0.1 -0.3 0.1 -0.05
O 3.002268 -0.762124 1.552776 0.4 -0.4 0.0 0.07
Cl 1.966689 2.125323 -0.197866 0.3 0.4 -0.4 0.78
H -0.159078 0.654279 -1.688278 0.0 0.1 -0.1 0.08
H 0.558732 -1.488861 -3.192932 0.1 0.0 -0.1 0.06
H -1.119851 -0.930964 -3.211394 0.0 0.1 -0.1 0.06
H -0.756555 -2.650972 -2.953531 0.0 -0.1 0.0 0.06
H -0.573318 0.077820 2.579655 0.0 0.1 0.1 0.08
H 0.003175 -1.297153 1.614504 -0.1 -0.1 0.0 0.08
H -1.646103 -0.731381 1.414700 -0.1 0.0 -0.1 0.09
H -0.776707 2.498669 -0.244134 0.0 0.1 -0.1 0.05
H -0.736676 2.381966 1.520718 0.0 0.1 0.2 0.08
H -2.051180 1.622137 0.607460 -0.1 -0.1 0.0 0.08
```
Forces are in eV/Å.

Values from the calculation:
Charge: -1
DFT total energy: -27122.742 eV
Frontier orbital gap (spin up / spin down): 6.755 / 6.756 eV
M: 189.6 g/mol


# 4
A molecular structure, C8H10DyO5P at a distorted geometry, computed with the ωB97M-V functional and the def2-TZVPD basis.

Geometry as XYZ:
```
25
Properties=species:S:1:pos:R:3:forces:R:3:lowdin_spin:R:1
O -0.786156 5.969597 -1.997235 0.8 -2.8 -0.2 0.00
C -0.480205 4.869795 -2.064317 -0.7 2.7 0.2 0.00
Dy 1.352949 0.346834 -0.970775 1.7 1.7 1.8 4.50
C 0.829309 -1.990895 -1.139495 -2.4 -7.5 -1.5 -0.02
O 0.537746 -3.094376 -1.435693 1.7 6.0 1.8 0.01
C 0.908536 -0.241437 -3.384278 -1.6 -1.4 -4.2 0.08
O 0.262714 -0.778054 -4.246473 1.6 2.4 2.9 0.08
C 2.280809 -1.040108 -2.807342 2.9 -1.1 -1.1 0.22
O 3.027685 -1.672608 -3.463931 -2.3 1.6 1.4 0.21
C -1.016644 0.020419 -1.451559 -5.0 -1.2 -1.4 -0.04
O -2.115837 -0.230932 -1.707331 4.0 1.0 1.1 -0.01
H 0.880385 0.905727 -2.953740 -0.5 -1.2 -1.5 0.01
C 1.079308 0.381318 2.423387 -0.1 0.0 -0.3 -0.01
P -0.254568 -0.206377 1.296157 -0.1 -0.1 1.3 -0.03
C -0.648456 -1.850769 1.948909 0.1 -0.1 -0.3 0.00
C -1.690089 0.774208 1.832344 0.0 0.1 -0.4 0.00
H 1.991749 -0.227122 2.293259 -0.2 0.4 0.1 0.00
H 0.718166 0.236232 3.445805 0.1 0.1 0.0 0.00
H 1.259820 1.460588 2.274166 0.1 -0.4 0.1 0.00
H -0.934969 -1.717596 2.999553 0.1 -0.2 -0.2 0.00
H -1.499069 -2.262772 1.389118 0.3 -0.1 0.2 0.00
H 0.230470 -2.505398 1.870741 -0.4 0.0 0.1 0.00
H -1.886813 0.518440 2.880199 0.1 0.2 -0.2 0.00
H -1.479509 1.849732 1.730618 -0.3 -0.3 0.1 0.00
H -2.567330 0.485552 1.237915 0.1 0.2 0.2 0.00
```
Forces are in eV/Å.

Values from the calculation:
Charge: +2
DFT total energy: -52046.289 eV
Frontier orbital gap (spin up / spin down): 6.977 / 6.751 eV
M: 379.6 g/mol
2S+1: 6


# 5
C8H10FN in the gas phase at a distorted geometry, computed with the ωB97M-V functional and the def2-TZVPD basis.

Geometry as XYZ:
```
20
Properties=species:S:1:pos:R:3:forces:R:3:lowdin_charge:R:1
N 2.282361 -0.710194 -0.983521 -0.1 0.4 0.1 0.00
C 2.122429 0.570139 -0.287402 1.7 0.9 -0.9 -0.28
C 1.236511 0.522391 0.960234 -0.1 1.7 -1.4 -0.14
C -0.136450 0.197074 0.474704 0.4 0.2 2.3 -0.21
C -0.531771 -1.126113 0.623103 -3.0 0.5 -2.1 -0.02
C -1.833119 -1.421479 0.125428 1.6 2.1 0.3 -0.06
C -2.647832 -0.373123 -0.342793 -1.1 -2.3 -0.5 -0.10
C -2.273195 0.934317 -0.458641 1.2 -0.3 1.6 0.00
C -1.017514 1.177112 0.068059 0.1 0.9 -1.4 -0.21
F -0.587991 2.474433 -0.028818 0.2 -0.5 0.4 0.05
H 2.669898 -1.410571 -0.371326 0.1 -0.2 0.2 0.06
H 1.359024 -1.029220 -1.252703 0.1 -0.2 -0.1 0.06
H 1.868859 1.298255 -1.115412 -0.5 -0.5 1.3 0.13
H 3.112453 0.967751 0.025526 -0.2 -0.6 -0.2 0.11
H 1.345283 1.470189 1.524830 -0.4 -0.5 -0.3 0.13
H 1.558326 -0.277182 1.574723 0.6 -0.7 0.7 0.09
H 0.132511 -1.898886 0.925743 0.5 -0.3 0.4 0.10
H -2.151324 -2.407446 -0.026651 -0.6 -1.3 0.3 0.08
H -3.622244 -0.712161 -0.692003 0.0 0.4 -0.1 0.11
H -2.886206 1.754720 -0.743073 -0.5 0.3 -0.4 0.11
```
Forces are in eV/Å.

Values from the calculation:
DFT total energy: -12665.228 eV
Frontier orbital gap: 9.988 eV
M: 139.2 g/mol
SMILES: NCCc1ccccc1F


# 6
2 unconnected molecules or ions with the total composition C8H10I2NO at a distorted geometry, computed with the ωB97M-V functional and the def2-TZVPD basis.

Geometry as XYZ:
```
22
Properties=species:S:1:pos:R:3:forces:R:3:lowdin_charge:R:1
C 0.038326 0.551316 1.767157 0.5 1.5 -1.5 -0.10
C 0.184289 -1.317449 0.265266 -0.3 3.1 2.2 -0.03
C 0.945785 -0.029830 2.572647 0.8 -1.5 1.5 0.02
C 0.980281 -1.954410 1.169384 0.7 -1.7 -0.3 -0.01
C -0.276293 0.024510 0.543418 -1.1 -2.3 -3.1 -0.28
C 1.427222 -1.290370 2.278774 0.0 -0.9 0.8 -0.30
C -0.059081 2.408709 -1.215110 -2.1 -1.9 1.7 -0.53
C -1.223464 0.774952 -0.487097 2.5 2.5 1.9 -0.74
N -1.583023 -0.004098 -1.664346 1.2 -0.5 -0.5 0.09
O 2.230463 -1.891731 3.178539 -0.1 3.9 0.9 0.12
I 1.193146 1.693491 -2.764815 -0.8 0.3 0.4 0.91
I -2.989319 1.394959 0.553076 0.3 0.2 -0.5 0.97
H -0.176533 1.576323 1.890822 -0.8 1.0 0.7 0.10
H -0.063654 -1.928005 -0.506094 -1.0 -1.3 -2.7 0.07
H 1.210857 0.275309 3.563708 0.1 0.9 0.2 0.14
H 1.267881 -3.029874 1.038438 -0.3 1.2 -0.1 0.15
H -0.809024 3.223402 -1.325719 0.7 -0.7 -0.7 0.03
H 0.546953 2.616821 -0.336222 0.0 -0.3 -0.1 0.00
H -1.403275 -0.965504 -1.439117 -0.6 -1.2 0.4 0.12
H -0.775593 0.121893 -2.336821 -1.0 0.6 -0.4 0.04
H -2.556391 0.084907 -2.020128 1.0 0.4 0.0 0.16
H 2.334837 -2.792122 3.108801 0.2 -3.2 -0.7 0.07
```
Forces are in eV/Å.

Values from the calculation:
Charge: +1
DFT total energy: -28187.530 eV
Frontier orbital gap: 8.332 eV
M: 390.0 g/mol